# C26H46Br2FINbO9

A structure of composition C26H46Br2FINbO9 in a non-equilibrium geometry (ωB97M-V/def2-TZVPD, OMol25).

Its orbital gap is 6.382 eV. Its total charge is -1. The electronic energy is -198586.4091 eV. The calculation puts the LUMO energy at 1.6713 eV.

Atoms and positions in Å:
I1 3.764 1.601 -1.583
Nb1 1.524 0.204 -0.479
Br1 -1.462 -2.002 2.933
Br2 -1.929 -0.920 -0.037
F1 -0.369 -2.235 -2.609
O1 2.372 -4.919 2.313
O2 -7.451 -1.435 0.533
O3 -1.642 4.189 3.327
O4 -0.475 2.486 2.563
O5 4.404 -4.241 1.665
O6 -5.731 -1.098 -0.860
O7 -6.833 0.673 0.008
O8 2.566 -3.371 0.679
O9 0.888 6.300 -0.680
C1 0.912 3.023 -3.583
C2 -6.684 -0.500 -0.097
C3 5.865 -5.773 2.856
C4 1.285 -3.879 -2.579
C5 3.320 -5.801 2.918
C6 -0.121 2.434 1.147
C7 4.584 -4.977 2.884
C8 2.086 5.655 -1.061
C9 1.320 1.982 0.959
C10 -0.142 -0.751 0.712
C11 -7.121 -2.705 -0.041
C12 0.737 -2.638 -1.862
C13 1.256 -1.110 2.748
C14 0.901 3.874 -2.303
C15 0.836 6.528 0.696
C16 -5.699 -2.487 -0.488
C17 -3.238 2.929 0.746
C18 1.915 5.034 -2.440
C19 0.007 -1.191 1.938
C20 1.788 -1.528 -1.908
C21 -5.258 -3.348 -1.646
C22 0.075 1.119 -2.008
C23 3.062 -4.102 1.468
C24 0.653 1.505 -3.387
C25 -2.914 2.548 2.216
C26 -1.633 3.161 2.738
H1 1.935 2.824 0.663
H2 2.047 -1.631 2.237
H3 1.100 -1.651 3.679
H4 6.073 -6.204 3.836
H5 1.539 -0.099 3.011
H6 4.607 -4.254 3.705
H7 -2.882 1.470 2.355
H8 1.852 3.147 -4.118
H9 2.049 -4.323 -1.948
H10 -3.719 2.931 2.830
H11 -0.854 1.837 0.610
H12 3.388 -6.706 2.308
H13 -6.009 -3.354 -2.438
H14 1.595 5.768 -3.173
H15 -0.074 4.341 -2.206
H16 -0.607 0.287 -2.201
H17 6.702 -5.137 2.567
H18 -7.222 -3.500 0.694
H19 0.473 -4.603 -2.674
H20 2.975 6.295 -0.984
H21 -0.104 6.993 0.969
H22 -2.681 3.817 0.461
H23 1.524 0.924 -3.664
H24 0.152 3.425 -4.251
H25 -5.086 -4.374 -1.319
H26 2.738 -1.998 -1.647
H27 0.487 -2.970 -0.858
H28 1.691 1.710 1.949
H29 -7.805 -2.894 -0.873
H30 1.887 -1.245 -2.959
H31 -0.194 3.466 0.788
H32 2.246 4.827 -0.361
H33 3.010 -6.069 3.926
H34 0.927 5.611 1.288
H35 -4.304 3.067 0.652
H36 -0.535 1.909 -1.567
H37 -2.897 2.131 0.095
H38 -4.337 -2.959 -2.080
H39 2.791 -0.614 0.577
H40 1.628 7.220 1.012
H41 1.689 -3.613 -3.547
H42 2.878 4.582 -2.666
H43 -0.098 1.224 -4.130
H44 5.809 -6.581 2.125
H45 1.195 3.332 -1.416
H46 -4.996 -2.591 0.345



# C26H46HfN4O5P2

A structure of composition C26H46HfN4O5P2 (ωB97M-V/def2-TZVPD, OMol25).

Its orbital gap is 7.178 eV. Its total charge is +2. The electronic energy is -63781.9497 eV. The calculation puts the LUMO energy at -4.6336 eV.

Atoms and positions in Å:
Hf1 -0.396 -1.145 0.160
P1 -1.913 -3.390 1.079
P2 1.114 -2.682 1.985
O1 -0.475 0.170 -3.737
O2 -2.110 -0.036 0.559
O3 -3.600 -1.193 -0.651
O4 -1.375 2.577 -1.127
O5 -0.994 -0.805 -1.826
N1 1.504 -1.245 -4.688
N2 1.417 0.061 0.081
N3 2.990 3.388 -0.090
N4 0.907 -2.782 -1.356
C1 0.710 4.108 2.121
C2 -2.127 -4.521 -0.341
C3 0.656 0.475 1.022
C4 -2.322 1.084 -2.582
C5 3.739 2.321 0.638
C6 1.040 -2.078 3.702
C7 1.477 3.170 -0.057
C8 -1.728 2.507 -2.514
C9 2.899 -2.856 1.684
C10 0.495 -4.402 2.111
C11 1.679 -1.972 -2.318
C12 0.957 2.984 1.334
C13 -2.992 -0.165 -0.410
C14 0.670 1.707 1.845
C15 0.036 2.726 3.954
C16 -3.472 3.552 -1.262
C17 -1.021 -4.408 2.327
C18 3.407 4.739 0.378
C19 -3.572 -3.228 1.786
C20 0.275 3.989 3.430
C21 -2.714 2.396 -0.611
C22 0.193 1.610 3.152
C23 1.470 -2.429 -3.770
C24 -2.825 3.566 -2.669
C25 -1.170 0.104 -2.711
C26 -3.172 1.074 -1.270
H1 -4.174 -2.623 1.112
H2 2.421 -0.800 -4.703
H3 0.006 -1.946 4.021
H4 1.273 -1.502 -5.646
H5 4.795 2.417 0.398
H6 0.099 4.873 4.028
H7 3.327 1.355 0.345
H8 3.409 -3.276 2.552
H9 -1.413 -5.428 2.316
H10 3.247 3.327 -1.074
H11 1.037 4.043 -0.538
H12 -2.383 4.535 -2.894
H13 2.722 -1.946 -2.010
H14 0.749 -4.920 1.180
H15 -4.227 1.111 -1.539
H16 3.079 -3.511 0.830
H17 3.151 4.833 1.429
H18 1.538 -1.110 3.760
H19 0.842 5.097 1.696
H20 0.093 -3.178 -1.822
H21 -4.547 3.382 -1.283
H22 3.584 2.475 1.704
H23 -1.262 -3.992 3.308
H24 -3.522 3.324 -3.470
H25 3.316 -1.874 1.459
H26 -1.161 -4.917 -0.663
H27 -0.088 0.634 3.526
H28 2.176 -3.178 -4.120
H29 -2.938 0.943 -3.471
H30 -0.317 2.617 4.971
H31 2.892 5.498 -0.206
H32 1.465 -3.565 -1.032
H33 1.318 -0.940 -2.253
H34 4.483 4.833 0.251
H35 1.008 -4.932 2.917
H36 -2.770 -5.362 -0.081
H37 -0.850 2.642 -3.139
H38 -3.510 -2.722 2.750
H39 -4.024 -4.211 1.921
H40 0.462 -2.834 -3.873
H41 1.293 2.289 -0.664
H42 0.760 -0.543 -4.315
H43 -2.589 -3.971 -1.163
H44 -2.682 2.376 0.473
H45 1.537 -2.776 4.378
H46 -3.284 4.481 -0.728



# C41H33AsN3PtSe2

A structure of composition C41H33AsN3PtSe2 (ωB97M-V/def2-TZVPD, OMol25).

Its orbital gap (alpha / beta) is 7.035 / 7.052 eV. As for the expectation value of S²: 2.01. The multiplicity is 3. Its total charge is +1. The electronic energy is -242294.3060 eV. The calculation puts the LUMO energy (alpha / beta) at -2.8795 / -3.6474 eV. The relative energy (zero: lowest compared OMol25 entry of this formula, charge and spin) is 42.4 kJ/mol.

Atoms and positions in Å:
Pt1 -0.281 -0.604 0.139
Se1 -3.565 0.264 -1.579
Se2 -2.493 -1.635 -2.333
As1 -0.035 0.536 2.421
N1 1.611 -0.310 -0.358
N2 -1.751 -2.124 0.375
N3 -0.897 1.253 -1.542
C1 4.374 2.039 1.803
C2 -3.193 3.164 1.643
C3 3.938 0.875 -1.548
C4 -0.275 3.506 -2.037
C5 4.123 0.920 2.583
C6 -2.350 2.060 1.672
C7 2.171 -4.266 1.339
C8 -0.176 0.038 4.287
C9 -1.620 4.398 2.978
C10 1.756 1.244 2.288
C11 -1.607 3.842 -2.230
C12 2.698 -2.423 -0.114
C13 2.667 -5.152 0.390
C14 2.686 -0.961 -0.404
C15 -2.193 -4.159 1.555
C16 0.032 2.202 -1.694
C17 2.179 -2.903 1.083
C18 -1.200 -0.818 4.680
C19 2.815 0.520 2.824
C20 5.161 -0.685 -0.188
C21 -1.389 -1.121 6.021
C22 3.957 -0.252 -0.732
C23 -1.144 2.123 2.357
C24 -2.573 2.861 -2.101
C25 -2.827 4.333 2.291
C26 -2.374 -2.628 -0.699
C27 -0.782 3.294 3.018
C28 3.215 -3.308 -1.053
C29 -2.159 1.581 -1.755
C30 -0.552 -0.567 6.977
C31 0.465 0.295 6.591
C32 -2.810 -4.687 0.435
C33 6.328 0.024 -0.429
C34 -2.917 -3.904 -0.701
C35 -1.682 -2.878 1.481
C36 3.317 2.763 1.270
C37 6.301 1.157 -1.230
C38 5.105 1.578 -1.796
C39 2.007 2.368 1.508
C40 0.653 0.603 5.251
C41 3.187 -4.672 -0.805
H1 -1.163 -2.427 2.311
H2 3.634 -2.928 -1.977
H3 5.086 2.448 -2.439
H4 0.155 3.353 3.558
H5 1.049 1.890 -1.492
H6 7.215 1.702 -1.428
H7 -3.426 -4.264 -1.584
H8 -2.193 -1.781 6.318
H9 -2.643 1.151 1.156
H10 -4.137 3.107 1.115
H11 2.632 -0.356 3.438
H12 5.186 -1.568 0.440
H13 3.003 1.188 -1.994
H14 -3.619 3.077 -2.272
H15 1.786 -4.638 2.279
H16 -1.892 4.852 -2.494
H17 1.114 0.735 7.337
H18 -0.696 -0.800 8.024
H19 -3.481 5.195 2.268
H20 5.394 2.344 1.607
H21 -1.883 -1.230 3.950
H22 3.580 -5.361 -1.541
H23 2.661 -6.216 0.587
H24 1.451 1.277 4.966
H25 -3.218 -5.689 0.447
H26 0.512 4.238 -2.149
H27 4.945 0.354 3.002
H28 -1.333 5.307 3.489
H29 3.512 3.642 0.668
H30 1.791 -2.204 1.815
H31 1.189 2.939 1.086
H32 7.262 -0.310 0.005
H33 -2.096 -4.723 2.471



# C5H12O

A cluster of 2 separate species, C5H12O in total in a non-equilibrium geometry (ωB97M-V/def2-TZVPD, OMol25).

Its orbital gap (alpha / beta) is 7.933 / 8.303 eV. Its total charge is 0. The electronic energy is -7423.4696 eV. The calculation puts the LUMO energy (alpha / beta) at 0.9597 / 1.0497 eV. The relative energy (zero: lowest compared OMol25 entry of this formula, charge and spin) is 370.7 kJ/mol.

Atoms and positions in Å:
O1 -1.305 -1.368 0.010
C1 0.795 -2.482 0.212
C2 0.648 1.281 0.189
C3 -0.202 -1.700 -0.567
C4 -2.262 -0.580 -0.419
C5 0.657 2.794 0.384
H1 1.660 3.168 0.612
H2 -2.233 -0.241 -1.449
H3 1.714 -1.904 0.394
H4 -3.138 -0.557 0.209
H5 1.301 0.982 -0.640
H6 -0.025 -1.320 -1.571
H7 0.370 -2.753 1.184
H8 0.307 3.308 -0.519
H9 -0.004 3.088 1.207
H10 1.088 -3.406 -0.303
H11 1.000 0.759 1.087
H12 -0.371 0.930 -0.021



# C18H18EuFIN2

A structure of composition C18H18EuFIN2 in a non-equilibrium geometry (ωB97M-V/def2-TZVPD, OMol25).

Its orbital gap (alpha / beta) is 5.161 / 5.679 eV. As for the expectation value of S²: 15.76. The multiplicity is 8. Its total charge is 0. The electronic energy is -52084.3612 eV. The calculation puts the LUMO energy (alpha / beta) at -1.3067 / -1.3014 eV. The relative energy (zero: lowest compared OMol25 entry of this formula, charge and spin) is 0.0 kJ/mol.

Atoms and positions in Å:
Eu1 0.020 0.008 -0.465
I1 2.961 0.199 0.110
F1 -6.346 0.357 0.953
N1 -0.039 1.390 -2.402
N2 -0.238 -1.423 -2.374
C1 0.102 0.872 3.282
C2 -0.649 -2.882 -4.685
C3 -2.294 0.070 0.322
C4 -0.311 -0.753 -3.562
C5 -0.175 1.446 -4.797
C6 -0.044 -0.672 3.287
C7 0.042 3.476 -3.505
C8 -2.764 0.143 1.627
C9 -3.135 0.064 -0.760
C10 -0.539 -1.487 -4.749
C11 -0.514 -2.744 -2.263
C12 -0.179 0.727 -3.583
C13 -0.666 -3.498 -3.421
C14 -4.153 0.248 1.859
C15 -0.054 2.734 -2.335
C16 -4.545 0.161 -0.575
C17 -4.990 0.253 0.757
C18 0.007 2.826 -4.752
H1 -0.615 -3.172 -1.258
H2 -0.874 -1.125 3.818
H3 0.142 4.533 -3.423
H4 -0.272 0.868 -5.718
H5 -5.235 0.160 -1.421
H6 -4.560 0.320 2.888
H7 -0.577 -0.925 -5.678
H8 1.132 1.108 2.866
H9 -0.117 3.191 -1.352
H10 -2.054 0.108 2.451
H11 0.068 -1.387 2.369
H12 -0.530 1.612 2.831
H13 -0.787 -4.558 -3.312
H14 0.870 -0.896 3.801
H15 0.186 3.366 -5.682
H16 -2.715 -0.017 -1.784
H17 0.153 1.096 4.337
H18 -0.706 -3.466 -5.616



# C4H37NO15

A cluster of 14 separate species, C4H37NO15 in total in a non-equilibrium geometry (ωB97M-V/def2-TZVPD, OMol25).

Its orbital gap is 9.353 eV. Its total charge is 0. The electronic energy is -36947.5358 eV. The calculation puts the LUMO energy at 0.0665 eV. The relative energy (zero: lowest compared OMol25 entry of this formula, charge and spin) is 747.0 kJ/mol.

Atoms and positions in Å:
O1 -1.433 -2.010 3.254
O2 -0.670 -2.380 -3.660
O3 -1.686 0.359 2.081
O4 0.493 3.287 1.069
O5 1.628 -3.392 -2.812
O6 -0.582 2.381 3.315
O7 2.361 0.135 3.900
O8 0.202 0.693 0.301
O9 2.805 -1.504 -2.409
O10 -3.356 -2.173 0.362
O11 -1.372 0.250 -1.253
O12 3.667 -0.791 0.006
O13 -2.951 2.071 0.300
O14 -4.688 -0.341 -1.123
O15 2.989 2.571 1.514
N1 0.574 -0.907 -1.227
C1 0.211 -1.932 -0.289
C2 1.821 2.165 -1.520
C3 0.372 1.628 -1.895
C4 -0.009 0.410 -1.060
H1 -0.511 3.362 1.387
H2 1.596 -0.921 -1.315
H3 0.900 -2.213 0.633
H4 -4.336 -0.141 -1.995
H5 2.271 -0.411 4.739
H6 -0.411 2.277 -1.892
H7 -1.387 -1.091 2.995
H8 2.551 -0.471 3.209
H9 3.589 2.082 1.036
H10 -2.120 2.411 0.483
H11 -1.427 2.713 3.476
H12 3.256 -0.923 -2.983
H13 0.957 3.829 1.838
H14 -2.635 1.597 -0.536
H15 3.129 -0.924 0.679
H16 2.584 -2.404 -2.638
H17 2.481 2.383 -2.376
H18 -0.914 0.471 1.432
H19 2.344 1.426 -0.928
H20 -0.845 -1.952 0.108
H21 1.649 3.190 -0.989
H22 -0.610 1.497 3.328
H23 3.172 -0.896 -0.803
H24 -4.105 -1.828 -0.245
H25 -1.888 -2.590 2.768
H26 -1.667 -0.551 -0.816
H27 -2.484 0.618 1.698
H28 -3.245 -3.044 0.071
H29 -0.905 -2.401 -4.536
H30 2.638 2.108 2.312
H31 -0.786 -1.632 -3.053
H32 1.677 -3.695 -1.929
H33 0.376 1.472 -2.954
H34 0.245 -3.015 -0.659
H35 1.017 -2.750 -3.080
H36 -4.552 0.489 -0.557
H37 0.753 1.410 0.507



# C22H15CaO4Sb

A structure of composition C22H15CaO4Sb in a non-equilibrium geometry (ωB97M-V/def2-TZVPD, OMol25).

Its orbital gap is 5.994 eV. Its total charge is +2. The electronic energy is -56205.6580 eV. The calculation puts the LUMO energy at -8.2769 eV.

Atoms and positions in Å:
Sb1 -0.029 0.915 2.949
Ca1 0.006 0.508 0.059
O1 -0.001 -1.497 -2.718
O2 2.685 -1.405 0.750
O3 0.030 3.711 -1.976
O4 -2.718 -1.358 0.723
C1 -1.361 2.899 4.950
C2 -0.739 5.207 5.270
C3 2.039 0.523 3.545
C4 -2.504 -2.300 4.726
C5 -3.816 -1.914 4.478
C6 -1.444 -1.487 4.309
C7 2.313 -0.441 4.467
C8 0.287 5.052 4.342
C9 -4.051 -0.712 3.808
C10 3.054 1.249 2.955
C11 -1.758 -0.857 0.488
C12 0.000 -0.938 -1.753
C13 -1.557 4.127 5.569
C14 -2.986 0.084 3.401
C15 0.484 3.824 3.718
C16 -0.340 2.747 4.026
C17 3.638 -0.715 4.829
C18 4.678 0.002 4.248
C19 -1.691 -0.309 3.666
C20 4.382 0.986 3.307
C21 1.736 -0.891 0.504
C22 0.019 2.723 -1.442
H1 5.213 1.561 2.837
H2 -2.034 2.045 5.194
H3 1.301 3.722 2.970
H4 -5.104 -0.404 3.601
H5 -2.299 -3.260 5.250
H6 2.853 2.036 2.187
H7 3.858 -1.502 5.580
H8 -0.397 -1.841 4.510
H9 0.947 5.913 4.091
H10 -0.900 6.187 5.757
H11 -3.209 1.036 2.851
H12 -4.654 -2.554 4.799
H13 5.724 -0.210 4.529
H14 1.499 -1.037 4.957
H15 -2.385 4.248 6.307



# C19H17IN7Os

A structure of composition C19H17IN7Os (ωB97M-V/def2-TZVPD, OMol25).

Its orbital gap (alpha / beta) is 8.372 / 6.167 eV. As for the expectation value of S²: 6.04. The multiplicity is 5. Its total charge is +3. The electronic energy is -40948.6045 eV. The calculation puts the LUMO energy (alpha / beta) at -9.2805 / -12.1509 eV. The relative energy (zero: lowest compared OMol25 entry of this formula, charge and spin) is 0.0 kJ/mol.

Atoms and positions in Å:
Os1 0.632 -0.204 0.568
I1 -1.030 -2.561 0.833
N1 2.393 0.053 4.293
N2 1.180 0.505 4.676
N3 0.741 -0.088 -3.873
N4 0.671 -0.227 -1.432
N5 2.737 -0.789 0.805
N6 5.343 -1.477 1.436
N7 0.959 0.104 2.581
C1 4.879 -1.592 0.201
C2 -1.160 0.755 0.500
C3 2.235 -0.178 3.026
C4 1.955 -0.447 -4.640
C5 -2.240 2.946 0.317
C6 -4.901 0.363 0.604
C7 3.572 -1.247 -0.130
C8 4.518 -1.021 2.372
C9 -2.449 0.137 0.583
C10 -0.440 0.371 -4.641
C11 0.322 0.536 3.673
C12 -3.500 2.343 0.395
C13 -3.918 -1.820 0.797
C14 -5.044 -1.012 0.737
C15 -3.626 0.947 0.527
C16 3.212 -0.677 2.065
C17 -1.105 2.166 0.368
C18 -2.654 -1.244 0.720
C19 0.710 -0.159 -2.601
H1 -0.727 -0.417 -5.334
H2 1.709 -1.262 -5.317
H3 -4.395 2.953 0.354
H4 5.558 -1.968 -0.554
H5 -0.141 2.660 0.300
H6 -4.034 -2.891 0.903
H7 3.195 -1.342 -1.137
H8 -6.028 -1.457 0.797
H9 4.895 -0.927 3.384
H10 -5.777 0.998 0.559
H11 2.744 -0.757 -3.960
H12 2.278 0.424 -5.206
H13 -1.259 0.584 -3.961
H14 -2.162 4.020 0.215
H15 1.027 0.769 5.643
H16 -0.168 1.270 -5.190
H17 -0.705 0.858 3.743



# C6H11INOS

A cluster of 2 separate species, C6H11INOS in total in a non-equilibrium geometry (ωB97M-V/def2-TZVPD, OMol25).

Its orbital gap is 7.295 eV. Its total charge is +1. The electronic energy is -28863.6466 eV. The calculation puts the LUMO energy at -4.2270 eV. The relative energy (zero: lowest compared OMol25 entry of this formula, charge and spin) is 79.3 kJ/mol.

Atoms and positions in Å:
I1 -1.271 0.330 -2.397
S1 0.689 -0.020 -3.600
O1 0.313 -2.244 1.219
N1 -1.789 0.450 1.244
C1 -0.008 -1.146 1.161
C2 -2.800 -0.618 1.537
C3 -0.361 0.113 1.230
C4 1.890 -0.238 -2.306
C5 0.831 1.004 1.166
C6 3.174 -0.150 -2.606
H1 1.678 0.440 1.056
H2 0.812 1.685 0.176
H3 -2.588 -1.538 0.977
H4 3.662 0.063 -3.528
H5 1.581 -0.456 -1.347
H6 -2.855 -0.874 2.600
H7 -3.633 -0.392 1.051
H8 4.004 -0.282 -1.804
H9 -2.043 1.231 1.979
H10 -2.143 0.894 0.272
H11 0.858 1.745 1.920